# 1
94
Properties=species:S:1:pos:R:3 method="wB97M-V/def2-TZVPD" lumo_energy_ha="-0.378 / -0.419" e_tot_ev=-118473.4826 charge=+3 orbital_gap_ev="5.19 / 4.06" multiplicity=5
Mn -0.1421 0.6505 -0.5196
P -0.9126 2.6630 0.7298
P -2.4579 0.1125 -1.1467
P 2.1025 1.7000 -0.7853
H -0.1973 -1.9561 -9.7908
C 0.8106 -2.1545 -9.4203
C 1.1456 -3.3629 -8.9343
H 0.4180 -4.1766 -8.8924
C -1.3755 4.1451 -0.2413
C -2.3633 2.4052 1.8268
C 0.2719 3.3059 1.9814
C -2.6064 -1.3698 -2.2133
C -3.6822 -0.2732 0.1674
C -3.2708 1.4104 -2.1564
C 3.2368 0.8610 -1.9620
C 3.1641 1.7554 0.7155
C 2.0940 3.4196 -1.4253
H 1.5630 -1.3915 -9.6146
H 2.1823 -3.6255 -8.7250
H -1.6607 4.9471 0.4515
H -2.2245 3.9156 -0.8990
H -0.5267 4.4766 -0.8533
H -2.4577 3.2689 2.5009
H -2.2094 1.5039 2.4381
H -3.2890 2.3069 1.2438
H -0.2499 4.0392 2.6119
H 1.1337 3.7992 1.5140
H 0.6139 2.4793 2.6249
H -3.6590 -1.6817 -2.2559
H -2.0015 -2.1872 -1.8015
H -2.2440 -1.1579 -3.2265
H -4.6389 0.2188 -0.0584
H -3.3222 0.0686 1.1450
H -3.8421 -1.3596 0.2190
H -4.1284 0.9685 -2.6795
H -2.5582 1.8028 -2.8960
H -3.6162 2.2376 -1.5216
H 4.2074 1.3785 -1.9739
H 2.8198 0.8602 -2.9763
H 3.3926 -0.1798 -1.6547
H 4.0162 2.4241 0.5414
H 3.5392 0.7432 0.9336
H 2.5986 2.1119 1.5896
H 3.0979 3.6692 -1.7929
H 1.8015 4.1428 -0.6530
H 1.3807 3.4924 -2.2574
C 0.4022 -0.6205 -3.6964
C 0.2614 0.6825 -4.2175
C 0.0724 0.8633 -5.5855
C 0.0148 -0.2431 -6.4380
C 0.1613 -1.5396 -5.9279
C 0.3732 -1.7325 -4.5688
S 0.6141 -0.9830 -2.0214
H -0.2522 1.4488 -1.8296
H 0.2804 1.5417 -3.5430
H -0.0371 1.8771 -5.9773
H -0.1492 -0.1038 -7.5064
H 0.1126 -2.4009 -6.5923
H 0.5068 -2.7206 -4.1304
O 0.0702 -0.3105 1.3620
P 0.2117 -0.9683 2.7290
C -1.1182 -2.1281 3.0410
C -1.4444 -2.5111 4.3508
C -2.4971 -3.4023 4.5827
C -3.2489 -3.9008 3.5139
C -2.9085 -3.5313 2.2065
C -1.8231 -2.6809 1.9635
C 1.7843 -1.8080 2.9037
C 2.1526 -2.3056 4.1633
C 3.4059 -2.8943 4.3474
C 4.3047 -2.9843 3.2783
C 3.9259 -2.4999 2.0204
C 2.6594 -1.9375 1.8190
C 0.1669 0.2611 4.0249
C 1.3618 0.8654 4.4556
C 1.3324 1.8233 5.4732
C 0.1173 2.1977 6.0547
C -1.0740 1.6189 5.6077
C -1.0526 0.6424 4.6076
H -0.8948 -2.1066 5.2001
H -2.7343 -3.7007 5.6066
H -4.0814 -4.5813 3.6926
H -3.4893 -3.9189 1.3650
H -1.5359 -2.4403 0.9381
H 1.4698 -2.2249 5.0083
H 3.6813 -3.2796 5.3313
H 5.2865 -3.4372 3.4220
H 4.6250 -2.5641 1.1835
H 2.3610 -1.5999 0.8254
H 2.3174 0.5627 4.0217
H 2.2697 2.2670 5.8144
H 0.0998 2.9326 6.8595
H -2.0313 1.9110 6.0446
H -1.9843 0.1572 4.3090

=====

# 2
97
Properties=species:S:1:pos:R:3 method="wB97M-V/def2-TZVPD" lumo_energy_ha=-0.300 e_above_lowest_kj_mol=0.0 e_tot_ev=-87347.2043 charge=+3 orbital_gap_ev=7.21 multiplicity=1
Zr 0.1846 -0.2341 -0.2431
O 2.1341 -0.7019 -0.1131
S 3.6474 -0.8406 0.2799
C 4.5187 -0.2185 -1.1731
C 4.3071 -0.8856 -2.5282
C 2.8996 -0.8321 -3.1342
C 2.3767 0.5873 -3.3192
S 0.5932 0.7361 -3.5400
O 0.0716 0.0338 -2.2292
C 0.1841 -0.3534 -4.8444
C 0.1123 -1.7368 -4.7000
C -0.1890 -2.4961 -5.8148
C -0.3986 -1.8802 -7.0475
C -0.3313 -0.5014 -7.1737
C -0.0531 0.2798 -6.0613
C 3.9764 -2.5641 0.3055
C 4.9547 -2.9505 1.2159
C 5.3297 -4.2859 1.2620
C 4.7067 -5.2064 0.4334
C 3.7053 -4.8083 -0.4494
C 3.3354 -3.4783 -0.5263
H 5.5638 -0.3192 -0.8620
H 4.2971 0.8511 -1.1623
H 4.6206 -1.9285 -2.4693
H 5.0152 -0.4021 -3.2065
H 2.2111 -1.4011 -2.5121
H 2.9303 -1.3290 -4.1042
H 2.8126 1.0905 -4.1864
H 2.5511 1.2292 -2.4504
H 0.2640 -2.2082 -3.7383
H -0.2614 -3.5717 -5.7302
H -0.6295 -2.4858 -7.9135
H -0.5119 -0.0296 -8.1295
H -0.0275 1.3601 -6.1410
H 5.4170 -2.2267 1.8765
H 6.0958 -4.6050 1.9548
H 4.9942 -6.2482 0.4793
H 3.2198 -5.5401 -1.0803
H 2.5542 -3.1642 -1.2057
N -1.9574 0.2085 0.3191
C -3.0590 0.4217 0.5882
C -4.4125 0.6828 0.9183
C -5.4250 0.2358 0.0587
C -6.7400 0.4997 0.3876
C -7.0381 1.1916 1.5579
C -6.0291 1.6273 2.4108
C -4.7066 1.3785 2.0983
H -5.1755 -0.2903 -0.8535
H -7.5362 0.1757 -0.2681
H -8.0710 1.3972 1.8060
H -6.2774 2.1666 3.3143
H -3.9084 1.7175 2.7451
C 2.4764 2.5235 0.5549
Si 0.6679 2.1770 1.0152
C -0.3439 3.6279 0.2807
C -1.7169 3.8200 0.9293
C 0.4425 4.9403 0.4294
C -0.5357 3.3504 -1.2172
C 0.5976 1.8522 2.8973
C 1.5078 0.6501 3.1924
C -0.8088 1.5057 3.3980
C 1.1173 3.0761 3.6640
H 2.7950 3.4747 0.9869
H 2.6155 2.6178 -0.5266
H 3.1616 1.7625 0.9311
H -1.6295 4.1500 1.9652
H -2.3188 2.9100 0.9065
H -2.2733 4.5933 0.3918
H 0.6910 5.1606 1.4691
H -0.1638 5.7704 0.0566
H 1.3695 4.9340 -0.1452
H -1.1994 2.4967 -1.3956
H 0.4210 3.1659 -1.7205
H -0.9870 4.2165 -1.7100
H 1.1841 -0.2587 2.6589
H 1.4921 0.4169 4.2615
H 2.5491 0.8376 2.9220
H -1.2246 0.6371 2.8738
H -1.5063 2.3328 3.2810
H -0.7687 1.2664 4.4661
H 2.1263 3.3575 3.3576
H 1.1505 2.8627 4.7365
H 0.4677 3.9424 3.5258
C -2.6373 -1.6749 4.0204
N -1.6056 -1.9887 3.0241
C -1.7359 -2.5291 1.8262
S -0.3332 -2.5452 0.7673
N -2.8434 -3.0848 1.3654
C -4.0179 -3.5597 2.1130
H -2.2641 -0.8485 4.6201
H -2.8368 -2.5183 4.6768
H -3.5528 -1.3541 3.5297
H -0.6632 -1.7137 3.2561
H -2.7706 -3.3994 0.4100
H -3.7173 -3.9785 3.0684
H -4.4733 -4.3523 1.5265
H -4.7508 -2.7697 2.2587

=====

# 3
110
Properties=species:S:1:pos:R:3 method="wB97M-V/def2-TZVPD" lumo_energy_ha="-0.010 / -0.079" e_above_lowest_kj_mol=26.4 e_tot_ev=-190484.6964 orbital_gap_ev="6.30 / 4.47" multiplicity=6
Pd -0.4568 0.0691 0.6022
S 4.3791 -5.0958 1.5874
C 3.1308 -4.0654 1.3055
S 1.9141 -3.6982 2.4650
C 1.0341 -2.5114 1.5295
C 1.4841 -2.3002 0.2607
S 0.7747 -1.2632 -0.9322
S 2.9017 -3.2126 -0.1841
S -0.3449 -1.7391 2.2257
C -5.5345 1.1449 3.2939
N -4.3182 0.7584 2.6038
C -4.2323 -0.6560 2.2549
P -3.2285 1.8120 1.9857
O -1.8568 1.2678 1.9907
O -3.7053 2.1664 0.4614
P -3.1795 1.5207 -0.9171
O -1.7334 1.2423 -1.0093
N -4.0473 0.1209 -1.0151
C -5.5002 0.1594 -1.0343
C -3.4729 -1.0679 -1.6444
N -3.6242 2.7033 -1.9682
C -4.9375 3.3252 -1.9550
C -2.9020 2.8284 -3.2304
N -3.3846 3.2455 2.7384
C -2.2543 3.8033 3.4843
C -4.4357 4.1928 2.4065
H -5.7265 0.4319 4.0985
H -6.4056 1.1458 2.6283
H -5.4236 2.1305 3.7390
H -5.0787 -0.9602 1.6340
H -4.2357 -1.2574 3.1654
H -3.3092 -0.8632 1.7159
H -5.8727 0.9824 -0.4239
H -5.8907 -0.7719 -0.6196
H -5.8975 0.2643 -2.0499
H -2.3897 -1.0642 -1.5405
H -3.7283 -1.1367 -2.7065
H -3.8648 -1.9534 -1.1383
H -5.3656 3.2930 -0.9553
H -5.6307 2.8455 -2.6543
H -4.8373 4.3739 -2.2425
H -1.8803 2.4771 -3.1063
H -2.8744 3.8824 -3.5131
H -3.3820 2.2648 -4.0379
H -1.4332 3.0918 3.5195
H -2.5665 4.0604 4.4989
H -1.8830 4.6989 2.9815
H -5.2231 3.7140 1.8265
H -4.0344 5.0239 1.8190
H -4.8801 4.5953 3.3202
C 1.7123 2.5420 -0.1382
C 1.1677 2.2802 1.2586
O 0.7585 3.2032 1.9606
N 1.2066 0.9683 1.6155
Te 0.6637 0.6337 4.0905
C -0.0003 0.4757 6.1446
C -1.2588 -0.0506 6.4276
C -2.1960 -0.5694 5.3682
C -1.6759 -0.1328 7.7566
C -0.8814 0.3067 8.7996
C -1.3366 0.2039 10.2293
C 0.3563 0.8627 8.4910
C 0.8126 0.9640 7.1842
C 2.1563 1.5988 6.9439
C 2.4403 -0.4750 4.3303
C 3.6182 0.0325 3.7709
C 3.7526 1.4060 3.1662
C 4.7582 -0.7683 3.7868
C 4.7636 -2.0311 4.3537
C 5.9768 -2.9145 4.2890
C 3.5958 -2.4809 4.9577
C 2.4255 -1.7356 4.9511
C 1.2042 -2.3348 5.5946
H 2.4264 3.3628 -0.0790
H 0.8809 2.8484 -0.7760
H 2.1797 1.6567 -0.5688
H -1.9378 -0.2253 4.3671
H -3.2149 -0.2416 5.5820
H -2.1944 -1.6625 5.3514
H -2.6536 -0.5528 7.9723
H -2.3445 -0.2041 10.2944
H -1.3338 1.1823 10.7124
H -0.6721 -0.4444 10.8032
H 0.9833 1.2372 9.2940
H 2.5061 2.0979 7.8469
H 2.1099 2.3402 6.1425
H 2.9013 0.8571 6.6552
H 2.9098 2.0600 3.3861
H 3.8379 1.3395 2.0803
H 4.6579 1.8831 3.5453
H 5.6663 -0.3843 3.3333
H 6.8653 -2.3485 4.0113
H 5.8266 -3.6991 3.5436
H 6.1616 -3.4015 5.2470
H 3.5823 -3.4652 5.4135
H 1.3617 -3.3984 5.7702
H 0.3198 -2.2216 4.9626
H 0.9847 -1.8590 6.5517
C 3.8130 -0.4884 -4.7579
S 2.8379 -1.9764 -4.4464
C 1.1868 -1.4691 -4.4833
C 0.6106 -0.2624 -4.0889
S 1.3564 1.0722 -3.4417
S -1.1517 -0.2703 -4.1629
C -1.3958 -1.8898 -4.6869
S -2.8533 -2.5830 -4.9345
S 0.1017 -2.7339 -4.9533
H 4.7747 -0.8662 -5.1014
H 3.9337 0.1017 -3.8567
H 3.3528 0.1076 -5.5414